{"formula": "C33H94O14", "method": "ωB97M-V/def2-TZVPD", "symbols": ["O", "O", "O", "O", "O", "O", "O", "O", "O", "O", "O", "O", "O", "O", "C", "C", "C", "C", "C", "C", "C", "C", "C", "C", "C", "C", "C", "C", "C", "C", "C", "C", "C", "C", "C", "C", "C", "C", "C", "C", "C", "C", "C", "C", "C", "C", "C", "H", "H", "H", "H", "H", "H", "H", "H", "H", "H", "H", "H", "H", "H", "H", "H", "H", "H", "H", "H", "H", "H", "H", "H", "H", "H", "H", "H", "H", "H", "H", "H", "H", "H", "H", "H", "H", "H", "H", "H", "H", "H", "H", "H", "H", "H", "H", "H", "H", "H", "H", "H", "H", "H", "H", "H", "H", "H", "H", "H", "H", "H", "H", "H", "H", "H", "H", "H", "H", "H", "H", "H", "H", "H", "H", "H", "H", "H", "H", "H", "H", "H", "H", "H", "H", "H", "H", "H", "H", "H", "H", "H", "H", "H"], "coordinates": [[3.402, 4.423, 5.293], [6.749, 4.784, -4.238], [-1.488, 4.756, -8.924], [8.067, -2.012, -1.919], [-0.139, 0.465, 2.484], [-5.955, 4.254, -2.640], [2.229, 10.989, -1.224], [-1.166, -1.719, 7.558], [2.153, -9.515, 1.243], [-1.965, -7.138, -1.086], [-4.338, 1.736, 9.497], [-4.785, -8.466, 3.069], [3.650, -1.729, -8.844], [-8.516, -0.626, -0.290], [2.358, -8.089, 3.066], [-3.713, 3.474, 7.925], [0.105, 11.000, -2.134], [-7.669, -0.515, 2.032], [0.337, -1.356, 9.361], [-0.559, 3.846, -8.337], [0.661, 0.951, 0.254], [-0.147, -2.412, 8.321], [-0.015, -1.367, 1.092], [4.688, 3.950, 5.442], [1.244, 10.037, -1.620], [5.547, 4.281, -4.799], [-4.442, 5.342, -1.142], [-5.517, 5.563, -2.197], [-8.612, -1.148, 1.078], [-2.127, -6.835, -2.470], [2.485, -9.506, 2.625], [0.874, 9.209, -0.452], [0.857, 4.181, -8.762], [-1.771, -8.121, -3.131], [-4.424, -8.215, 4.410], [6.789, -2.415, 0.018], [-4.707, -6.673, 4.583], [-3.538, -6.279, -2.502], [6.947, -2.775, -1.446], [5.520, 2.819, -4.592], [2.232, -2.046, -8.848], [1.604, -2.250, -7.405], [-3.877, 3.054, 9.397], [-0.304, 0.189, 1.085], [6.985, -4.246, -1.773], [5.382, 3.936, 4.086], [-0.647, 3.849, -6.738], [4.716, 4.739, -4.263], [-0.927, 4.817, -6.322], [-0.299, -1.057, 10.194], [-4.766, 4.783, -0.265], [0.689, -0.502, 8.782], [-2.535, -8.808, -2.767], [5.431, 4.568, -5.844], [0.036, -1.902, 0.144], [-4.525, 3.711, 9.976], [-4.331, -6.406, 5.570], [5.037, 4.745, 6.100], [4.654, 2.303, -5.007], [-6.251, 3.712, -1.905], [7.104, 4.260, -3.516], [-0.790, -0.039, 2.978], [-2.862, 3.079, 9.794], [-4.218, -6.963, -1.995], [1.542, -1.404, -9.396], [-7.661, -1.055, 2.979], [0.395, 11.577, -3.012], [4.679, 2.968, 5.916], [2.589, -8.117, 4.131], [-5.781, -6.495, 4.542], [6.852, -1.335, 0.151], [-6.390, 5.999, -1.709], [-0.238, 11.751, -1.421], [1.644, 8.747, 0.165], [7.690, -2.808, 0.487], [-3.449, -8.613, 4.693], [1.882, 11.426, -0.443], [-4.249, 6.350, -0.774], [-4.166, -7.943, 2.554], [0.994, 4.298, -9.837], [1.145, -1.800, 9.942], [5.925, -2.927, 0.442], [1.999, -3.134, -6.906], [0.536, -2.447, -7.508], [-1.303, 3.063, -6.364], [-2.863, 2.933, 7.509], [-4.642, 3.346, 7.370], [-3.574, -5.334, -1.959], [7.781, -4.874, -1.373], [8.082, -2.265, -2.845], [4.939, 3.157, 3.465], [-7.941, 0.525, 2.211], [-8.409, -2.200, 0.877], [2.842, 3.736, 4.924], [1.070, 5.178, -8.376], [2.470, -10.358, 0.912], [6.438, 2.416, -5.019], [-1.354, 0.422, 0.908], [-6.672, -0.640, 1.607], [3.483, -9.881, 2.851], [-2.365, 4.611, -8.563], [3.878, -1.274, -9.658], [5.533, 2.518, -3.544], [0.735, -2.669, 7.733], [0.393, 9.766, 0.352], [1.632, -1.286, -6.896], [-0.612, -3.211, 8.899], [-4.193, -6.060, 3.841], [-9.290, -0.877, -0.799], [3.110, -7.530, 2.510], [-0.846, 10.554, -2.424], [5.409, 4.888, 3.556], [0.338, 3.680, -6.303], [1.759, -10.164, 3.103], [6.036, -2.447, -1.947], [-5.294, 6.202, -3.051], [-5.206, -8.644, 5.037], [6.420, 3.695, 4.313], [-4.613, 1.524, 10.392], [6.869, -4.313, -2.855], [-0.764, -1.908, 1.670], [0.960, -1.455, 1.572], [-0.772, -8.489, -2.895], [0.475, 0.839, -0.814], [0.235, 8.371, -0.729], [1.685, 0.674, 0.503], [-3.881, -6.052, -3.512], [-3.541, 4.538, 7.764], [-1.093, -7.523, -0.975], [0.598, 2.011, 0.502], [-1.889, -7.881, -4.187], [-3.503, 4.934, -1.516], [-0.890, 2.838, -8.586], [-1.728, -1.162, 8.101], [2.115, -3.018, -9.327], [-9.660, -1.064, 1.364], [-1.524, -6.029, -2.888], [1.411, -7.638, 2.769], [1.598, 3.431, -8.487], [1.495, 9.355, -2.432], [6.082, -4.677, -1.342]], "forces_ev_per_angstrom": [[-2.51, 0.15, -0.17], [0.56, 1.11, -0.76], [0.60, 0.27, -0.14], [-0.55, -0.78, -0.26], [0.61, 1.36, 0.21], [0.17, 0.47, -1.29], [1.39, -0.66, -0.60], [0.62, -1.07, -1.20], [0.66, -0.43, -0.42], [0.58, 1.02, 0.82], [-0.48, -1.01, -0.61], [0.39, -0.95, -0.33], [-1.38, 0.23, 0.48], [0.60, 0.90, 0.74], [0.61, 0.02, -0.03], [-0.68, 0.03, 0.34], [-0.81, -0.68, -0.36], [0.38, -0.03, -0.21], [1.07, -1.02, -0.04], [-0.65, -0.43, 2.06], [0.38, 0.89, 0.23], [-1.44, 2.88, 2.22], [-0.20, 0.65, -0.78], [0.27, 1.09, -0.52], [-1.57, 2.33, -0.02], [-0.34, 0.35, 1.37], [0.32, 1.64, -0.23], [-1.04, -2.23, 1.32], [-1.31, -1.01, -2.22], [-0.08, 0.25, 1.27], [-1.03, -0.18, -0.36], [-0.97, -1.14, 1.67], [-0.26, 0.49, -0.81], [-1.47, 0.38, -1.22], [-1.97, 2.15, -0.18], [1.11, -0.76, -0.22], [1.17, -1.14, 1.01], [-0.32, -0.31, -0.50], [-0.41, 0.85, 0.69], [0.07, -1.54, -0.20], [-0.47, -1.59, 1.09], [0.40, 0.69, -1.63], [0.82, 0.77, -0.31], [-0.56, -2.87, 1.47], [-0.48, -0.27, 0.21], [0.89, -0.44, 0.83], [0.51, 0.20, -0.90], [-0.28, 0.17, -0.03], [-0.35, 0.09, -0.29], [-0.90, 0.03, -0.61], [-0.29, -0.22, -0.29], [0.07, 0.14, 0.37], [0.20, -0.50, -0.42], [0.54, 0.03, -0.01], [-0.03, 0.36, -0.34], [0.02, 0.30, -0.14], [-0.12, 0.46, 0.10], [1.14, -0.54, 0.19], [0.01, 0.12, -0.30], [0.08, 0.31, 0.23], [-0.46, -0.31, -0.09], [-0.03, -0.05, -0.07], [0.08, 0.34, 0.49], [-0.11, -0.08, -0.20], [0.64, 0.74, -0.09], [-0.20, 0.01, 0.02], [0.53, -0.20, 0.02], [0.41, -0.05, 0.15], [-0.32, 0.77, 0.09], [0.14, -0.08, -0.11], [-0.58, -0.08, 0.04], [0.02, 0.47, 0.11], [0.54, -0.08, 0.59], [0.90, 0.01, -0.83], [0.00, -0.09, 0.43], [0.14, 0.33, -0.04], [-0.04, 0.02, 0.05], [0.49, 0.10, 0.32], [-0.06, -0.06, -0.40], [-0.47, -0.15, -0.22], [0.63, 0.10, -0.27], [-0.08, 0.45, 0.13], [0.42, 0.53, 0.30], [-0.09, -0.08, -0.41], [-0.16, 0.16, -0.05], [-0.33, -0.10, -0.30], [0.08, -0.67, -0.12], [0.22, -0.06, 0.11], [0.44, 0.44, -0.21], [0.57, 0.34, -0.33], [0.12, 0.04, -0.15], [0.31, 0.02, -0.05], [0.14, -0.31, 0.94], [-0.15, 0.01, -0.14], [0.38, -0.13, 0.36], [-0.15, -0.05, -0.40], [-0.10, -0.30, -0.23], [0.01, -0.06, -0.83], [0.16, 0.49, 0.12], [0.19, -0.07, -0.26], [0.03, -0.14, 0.12], [-0.13, 0.00, -0.07], [-0.01, 0.36, 0.25], [-0.63, -0.27, -0.39], [-0.65, 0.42, -0.28], [0.49, -0.35, 0.60], [0.29, -0.59, -0.51], [0.03, -0.07, -0.05], [-0.06, -0.11, 0.24], [0.21, 0.18, 0.30], [0.04, -0.70, -0.06], [-0.43, 0.03, 0.23], [0.12, -0.30, -0.14], [0.01, -0.01, 0.52], [-0.13, 0.44, -0.29], [0.44, -0.46, -0.01], [0.28, -0.63, -0.02], [0.24, -0.32, -0.43], [0.09, 0.22, 0.03], [0.34, -0.49, -0.07], [0.00, 0.16, 0.24], [-0.07, -0.15, 0.07], [-0.02, 0.23, -0.06], [0.02, -0.16, 0.09], [-0.32, 0.12, -0.05], [0.03, -0.26, -0.15], [-0.07, -0.22, -0.09], [0.40, 0.11, 0.62], [0.11, -0.03, 0.20], [-0.16, 0.14, -0.11], [0.21, -0.90, -0.40], [-0.18, -0.09, -0.15], [0.43, -0.22, -0.50], [0.27, -0.18, 0.42], [0.12, -0.15, -0.25], [-0.01, 0.06, 0.41], [0.75, 0.21, 0.53], [-0.19, -0.24, 0.54], [-0.18, 0.13, 0.52], [0.95, 0.56, -0.14], [-0.25, -0.05, -0.11]], "gap_ev": 10.204, "energy_ha": -2366.76350, "e_lumo_ev": 0.18, "total_charge": 0, "mol_weight_g_mol": 715.101}



{"formula": "C4H28N2O8S", "method": "ωB97M-V/def2-TZVPD", "symbols": ["S", "O", "O", "O", "O", "O", "O", "O", "O", "N", "N", "C", "C", "C", "C", "H", "H", "H", "H", "H", "H", "H", "H", "H", "H", "H", "H", "H", "H", "H", "H", "H", "H", "H", "H", "H", "H", "H", "H", "H", "H", "H", "H"], "coordinates": [[1.091, 3.939, -1.894], [1.620, -3.436, 0.443], [2.242, -0.438, -2.331], [-2.365, -1.780, 2.893], [-2.920, -1.686, -0.847], [-3.056, 2.095, 2.503], [2.609, -0.908, 0.415], [2.628, 1.601, 1.483], [-0.293, -3.617, -1.532], [0.215, -0.320, 2.054], [-0.290, 0.572, -0.127], [-0.557, 1.756, -0.954], [0.805, 2.493, -0.815], [-0.719, 0.400, 1.319], [-0.993, 1.404, -2.290], [2.127, -4.254, 0.439], [-3.480, -1.195, -1.449], [3.518, 1.837, 1.661], [1.109, 0.121, 1.997], [-1.783, 1.955, -2.732], [-1.511, -1.622, 2.752], [-1.602, -0.225, 1.535], [-3.055, 1.191, 2.599], [1.061, 2.645, 0.268], [-0.247, 1.826, -3.118], [2.797, 0.152, -2.068], [-1.133, 0.255, -2.538], [2.601, -1.258, -2.108], [1.580, 1.764, -1.112], [-2.469, -0.935, -0.399], [0.036, 4.509, -1.568], [0.395, -1.242, 1.554], [2.046, -1.402, -0.097], [-1.304, 2.532, -0.501], [1.230, -3.573, -0.506], [-0.743, 1.557, 1.697], [2.597, 1.071, 0.726], [-0.197, -0.338, -0.563], [-2.822, -2.119, 2.005], [-2.487, 2.449, 3.022], [-0.305, -2.919, -2.215], [2.946, -1.401, 1.221], [-0.922, -3.457, -0.823]], "forces_ev_per_angstrom": [[2.48, -1.71, -0.39], [-0.68, -0.96, -2.71], [-6.40, -3.97, -3.30], [-7.64, -2.21, -1.67], [0.67, 0.89, 0.65], [-6.19, -0.21, -5.81], [3.46, 1.95, 3.06], [-1.16, 1.42, 2.07], [0.83, -0.03, -0.69], [1.57, -2.73, 0.21], [-1.47, -0.76, 1.92], [0.43, 1.53, 3.12], [0.87, -0.50, -0.10], [-0.02, 3.55, -1.23], [1.81, -1.59, -5.17], [0.36, -0.07, 0.71], [-0.37, -0.17, -0.36], [1.20, 0.23, 0.11], [0.70, 0.46, 0.24], [-1.65, 0.27, 0.43], [5.72, 0.91, -1.04], [-0.70, 1.34, -0.93], [0.15, -3.17, 0.52], [-0.63, 0.38, -1.08], [-0.66, -1.35, 1.76], [5.39, 5.80, 2.61], [0.29, 2.38, 0.73], [1.02, -1.98, 0.44], [-0.36, 0.32, -0.20], [-0.11, -0.63, -0.20], [-2.77, 1.76, 0.81], [-0.40, 1.27, 0.95], [-1.87, -2.30, -1.20], [0.82, -1.82, -0.25], [0.09, 0.72, 2.09], [-0.48, -3.05, -0.60], [0.16, -1.61, -1.82], [-0.14, 0.45, -0.60], [1.84, 1.11, 2.95], [5.84, 3.44, 5.41], [-0.56, -0.37, 0.83], [-1.06, 0.49, -1.91], [-0.34, 0.50, -0.37]], "gap_ev": 8.479, "energy_ha": -1278.65925, "e_lumo_ev": 0.01, "smiles": "C[C@H](CS)NCN.O.O.O.O.O.O.O.O", "total_charge": 0, "mol_weight_g_mol": 264.341}



{"formula": "C5H9N3OS2", "method": "ωB97M-V/def2-TZVPD", "symbols": ["S", "S", "O", "N", "N", "N", "C", "C", "C", "C", "C", "H", "H", "H", "H", "H", "H", "H", "H", "H"], "coordinates": [[-3.575, -0.843, -0.175], [0.818, 1.152, -0.856], [-4.069, 1.764, -0.509], [-1.216, -0.016, 0.301], [-1.352, -2.334, 0.237], [-2.011, 1.158, 0.267], [0.168, 0.068, 0.553], [-1.870, -1.193, 0.157], [-3.296, 0.987, -0.140], [0.244, -0.056, -2.126], [0.532, 0.927, 1.771], [-2.003, -3.120, 0.232], [1.523, 0.965, 1.991], [-1.690, 1.891, 0.829], [-0.020, 0.589, 2.661], [-0.773, -0.084, -1.706], [0.800, -0.953, -1.993], [0.525, 0.556, -2.988], [0.226, 2.051, 1.519], [0.593, -0.965, 0.441]], "forces_ev_per_angstrom": [[-0.20, 0.54, -0.13], [0.76, -1.27, 0.48], [-2.43, 2.71, -0.45], [-0.94, 0.06, 1.08], [0.81, -0.83, 0.36], [0.55, -1.70, -0.86], [1.77, 1.75, -1.01], [-1.74, -0.06, 0.24], [2.09, -3.54, 0.30], [0.27, 2.46, 1.39], [-4.04, 1.34, -0.51], [0.14, 0.51, -0.35], [2.96, -0.15, 0.38], [0.32, 1.30, 0.66], [0.13, 0.21, -0.17], [0.08, -0.53, -1.87], [0.28, -0.75, -0.28], [-0.92, -0.88, -0.52], [0.55, -2.26, 0.72], [-0.43, 1.09, 0.53]], "gap_ev": 9.394, "energy_ha": -1231.73723, "e_lumo_ev": 0.57, "smiles": "[H]/N=c1\\sc(=O)[nH]n1[C@H](C)SC", "total_charge": 0, "mol_weight_g_mol": 191.281}